Molecular formula: C5H4O
Method: DFT, ωB97M-V/def2-TZVPD

Calculated values
Molecular weight: 80.1 g mol⁻¹
Total energy: -7292.6748 eV
Structure (SMILES): C#CC(O)C#C
Relative energy (zero: lowest compared OMol25 entry of this formula, charge and spin): 292.70 kJ/mol

Last column: natural (NBO) charge in e.
Geometry (Å):
1 C -2.1639 -0.9952 -0.1552  -0.190
2 C -1.2120 -0.3410 0.1607  -0.051
3 C -0.0217 0.4698 0.4440  -0.034
4 O 0.0629 1.6075 -0.3850  -0.676
5 C 1.2200 -0.3278 0.1955  -0.025
6 C 2.1983 -0.9301 -0.1869  -0.192
7 H -2.9729 -1.5642 -0.5841  0.242
8 H 0.0315 0.7396 1.5469  0.215
9 H -0.7196 2.2149 -0.1517  0.477
10 H 3.0336 -1.5040 -0.4799  0.234


Molecular formula: C2H5NO2
Method: DFT, ωB97M-V/def2-TZVPD

Calculated values
Molecular weight: 75.1 g mol⁻¹
Total energy: -7739.1603 eV
Structure (SMILES): COC(N)=O
Relative energy (zero: lowest compared OMol25 entry of this formula, charge and spin): 153.51 kJ/mol

Last column: natural (NBO) charge in e.
Geometry (Å):
1 C 1.5939 0.1054 -0.0714  -0.255
2 O 0.3239 0.3163 -0.7059  -0.489
3 C -0.6852 -0.0463 0.0671  0.856
4 N -1.9630 0.0221 -0.2900  -0.891
5 O -0.5736 -0.4968 1.2241  -0.712
6 H 1.6469 0.6667 0.8645  0.200
7 H 2.3370 0.4605 -0.7822  0.193
8 H 1.7352 -0.9572 0.1414  0.197
9 H -2.3211 0.3325 -1.1953  0.419
10 H -2.0940 -0.4033 0.7477  0.480


Molecular formula: C5H14NO2
Method: DFT, ωB97M-V/def2-TZVPD

Calculated values
Molecular weight: 120.2 g mol⁻¹
Total energy: -10987.8384 eV
Total charge: +1
Relative energy (zero: lowest compared OMol25 entry of this formula, charge and spin): 382.64 kJ/mol

Last column: natural (NBO) charge in e.
Geometry (Å):
1 C -0.4336 2.5419 -1.6821  -0.607
2 C -1.3853 -2.8752 0.9291  -0.754
3 C 0.0213 0.9989 0.5718  -0.277
4 C -0.0961 1.1230 -0.9138  0.081
5 C 0.1340 -2.6892 0.5724  0.493
6 N 1.4115 0.9590 1.1581  -0.732
7 O 1.1650 0.5423 -1.3874  -0.787
8 O 0.6783 -1.7832 1.1102  -0.599
9 H -0.7463 2.1304 -2.6319  0.223
10 H 0.4718 3.0066 -1.8083  0.214
11 H -1.0724 3.2050 -1.2605  0.228
12 H -2.0612 -3.7767 0.8018  0.262
13 H -1.3199 -2.5945 2.0592  0.242
14 H -1.8413 -2.0185 0.4072  0.226
15 H -0.4765 1.6524 1.3282  0.242
16 H -0.8431 0.3337 -1.1692  0.192
17 H 0.4670 -3.5022 -0.1138  0.151
18 H 1.7315 0.1832 0.5288  0.486
19 H 1.4031 0.3865 1.9872  0.459
20 H 2.0052 1.9021 1.0539  0.473
21 H 1.2504 0.3883 -2.4167  0.521
22 H -0.4633 -0.1139 0.8758  0.263


Molecular formula: C34H30F6N5Pd
Method: DFT, ωB97M-V/def2-TZVPD

Calculated values
Molecular weight: 729.1 g mol⁻¹
Total energy: -62977.2200 eV
Total charge: +1
Relative energy (zero: lowest compared OMol25 entry of this formula, charge and spin): 95.26 kJ/mol

Last column: Mulliken charge in e.
Geometry (Å):
1 Pd -0.7530 0.8571 0.5084  -0.306
2 C 3.7113 -3.6155 -1.9030  -1.408
3 C 3.5987 -3.9735 -0.4471  0.580
4 C 4.4407 -4.9146 0.1330  -0.733
5 C 4.3458 -5.2425 1.4772  -0.736
6 C 3.3769 -4.6422 2.2656  -0.855
7 C 2.5083 -3.7173 1.7065  -0.195
8 C 2.6334 -3.3732 0.3655  0.456
9 N 1.7533 -2.4323 -0.2406  0.266
10 C 1.3199 -1.2547 0.2814  0.164
11 N 1.9891 -0.7711 1.3466  -0.019
12 C 1.7326 0.4244 2.0515  0.637
13 C 0.6117 1.2162 1.8280  -0.498
14 C 0.4771 2.4160 2.5311  -0.011
15 C 1.4307 2.7994 3.4600  -1.116
16 C 2.5269 1.9834 3.6957  -0.809
17 C 2.6988 0.7986 3.0017  1.136
18 C 3.9053 -0.0677 3.2506  -1.529
19 N 0.3417 -0.5840 -0.2611  0.045
20 C -0.2617 -1.0534 -1.4684  -0.765
21 C 0.3757 -0.7702 -2.6752  0.183
22 C -0.1980 -1.1442 -3.8787  -0.934
23 C -1.4275 -1.7902 -3.8736  -0.826
24 C -2.0587 -2.0673 -2.6705  -0.983
25 C -1.4927 -1.7158 -1.4455  1.653
26 C -2.1816 -2.0843 -0.1571  -1.184
27 H 4.5819 -4.0915 -2.3485  0.418
28 H 3.8032 -2.5366 -2.0408  0.285
29 H 2.8360 -3.9447 -2.4708  0.339
30 H 5.1925 -5.3908 -0.4840  0.385
31 H 5.0231 -5.9689 1.9047  0.404
32 H 3.2794 -4.9054 3.3101  0.429
33 H 1.7182 -3.2832 2.3065  0.592
34 H 1.3605 -2.6770 -1.1368  0.212
35 H 2.7714 -1.3226 1.6606  0.054
36 H -0.3746 3.0548 2.3486  0.630
37 H 1.3175 3.7295 4.0009  0.436
38 H 3.2726 2.2748 4.4244  0.364
39 H 4.5399 0.3761 4.0141  0.402
40 H 4.5119 -0.1871 2.3486  0.373
41 H 3.6291 -1.0665 3.6022  0.355
42 H 1.3181 -0.2356 -2.6520  0.531
43 H 0.3049 -0.9236 -4.8106  0.516
44 H -1.8927 -2.0835 -4.8050  0.443
45 H -3.0099 -2.5852 -2.6739  0.416
46 H -3.0927 -2.6431 -0.3634  0.456
47 H -2.4602 -1.2112 0.4406  0.115
48 H -1.5376 -2.6990 0.4743  0.244
49 F -6.5203 0.5950 3.9614  -0.272
50 C -6.4400 1.2279 2.7885  0.739
51 F -7.1012 0.5001 1.8771  -0.246
52 F -7.0712 2.4028 2.9057  -0.236
53 C -5.0046 1.4366 2.3581  0.469
54 C -4.7506 1.9635 1.0991  -0.963
55 C -3.4375 2.1292 0.7160  -0.284
56 N -2.4038 1.8060 1.5114  -0.060
57 C -2.6609 1.3215 2.7315  -0.091
58 C -3.9532 1.1229 3.1950  -0.799
59 H -5.5553 2.2358 0.4304  0.455
60 H -3.1797 2.5397 -0.2528  0.521
61 H -1.8004 1.0987 3.3477  0.462
62 H -4.1218 0.7213 4.1833  0.508
63 F -0.9644 6.1453 -4.5673  -0.242
64 C -0.4866 4.9345 -4.8888  0.666
65 F -1.1688 4.4924 -5.9506  -0.278
66 F 0.7930 5.0917 -5.2580  -0.242
67 C -0.5918 3.9886 -3.7163  0.447
68 C 0.0396 4.3169 -2.5271  -0.937
69 C -0.0682 3.4393 -1.4644  -0.564
70 N -0.7489 2.2940 -1.5326  0.548
71 C -1.3462 1.9887 -2.6866  -0.535
72 C -1.2981 2.8034 -3.8069  -0.788
73 H 0.6034 5.2342 -2.4263  0.466
74 H 0.4159 3.6498 -0.5167  0.447
75 H -1.8774 1.0435 -2.7225  0.671
76 H -1.7983 2.5158 -4.7201  0.524


Molecular formula: C4H9N3O2
Method: DFT, ωB97M-V/def2-TZVPD

Calculated values
Molecular weight: 131.1 g mol⁻¹
Total energy: -12858.9824 eV
Structure (SMILES): C=C[C@](N)(O)NC(N)=O
Relative energy (zero: lowest compared OMol25 entry of this formula, charge and spin): 91.20 kJ/mol

Last column: natural (NBO) charge in e.
Geometry (Å):
1 C 1.4028 0.8355 -1.4677  -0.383
2 C 0.7175 -0.1959 -0.9975  -0.259
3 C 0.5658 -0.4783 0.5923  0.514
4 N 0.7577 0.7383 1.3261  -0.872
5 O 1.4753 -1.4408 1.0030  -0.701
6 N -0.7371 -1.0560 0.7440  -0.671
7 C -1.7965 -0.5868 -0.0351  0.776
8 N -1.8450 0.7937 -0.2390  -0.890
9 O -2.7884 -1.2867 -0.1429  -0.613
10 H 1.7538 0.8870 -2.4865  0.204
11 H 1.6341 1.6863 -0.8457  0.209
12 H 0.5530 -1.0809 -1.5988  0.214
13 H 0.6765 0.5482 2.3204  0.374
14 H 0.0431 1.4150 1.0784  0.385
15 H 2.3441 -1.0230 1.0532  0.490
16 H -0.7766 -2.0186 1.0433  0.421
17 H -1.1956 1.1431 -0.9290  0.398
18 H -2.7845 1.1198 -0.4184  0.402


Molecular formula: C4H6N2O
Method: DFT, ωB97M-V/def2-TZVPD

Calculated values
Molecular weight: 98.1 g mol⁻¹
Total energy: -9272.5328 eV
Structure (SMILES): O=C1N=CCCN1
Relative energy (zero: lowest compared OMol25 entry of this formula, charge and spin): 93.50 kJ/mol

Last column: natural (NBO) charge in e.
Geometry (Å):
1 O 2.7891 0.1469 -0.6358  -0.590
2 C 1.5856 0.1393 -0.4077  0.740
3 N 0.8089 1.2978 -0.6905  -0.464
4 C -0.2746 1.4899 -0.0270  0.176
5 C -1.0224 0.3287 0.5277  -0.503
6 C -0.5519 -1.0069 -0.0158  -0.213
7 N 0.8979 -0.9770 -0.0976  -0.625
8 H -0.7541 2.4715 -0.1236  0.189
9 H -0.9806 0.3260 1.6297  0.234
10 H -2.0703 0.6567 0.2746  0.240
11 H -0.8492 -1.8284 0.6465  0.213
12 H -0.9976 -1.2005 -1.0043  0.190
13 H 1.4190 -1.8439 -0.0761  0.413


Molecular formula: C4H14N4
Method: DFT, ωB97M-V/def2-TZVPD

Calculated values
Molecular weight: 118.2 g mol⁻¹
Total energy: -10331.3928 eV
Relative energy (zero: lowest compared OMol25 entry of this formula, charge and spin): 425.66 kJ/mol

Last column: natural (NBO) charge in e.
Geometry (Å):
1 C -0.7932 1.8150 -0.4190  -0.390
2 C -2.2292 -0.4889 -0.4079  -0.431
3 N -0.8848 0.0527 -0.6106  -0.495
4 H -0.6876 0.0249 -1.6123  0.383
5 H -2.9750 0.0032 -1.0377  0.201
6 H -0.7417 2.1171 0.6195  0.238
7 H -0.0377 2.2581 -1.0602  0.207
8 H -1.7553 2.0800 -0.8663  0.178
9 H -2.2348 -1.5688 -0.5766  0.208
10 H -2.4703 -0.3511 0.6483  0.203
11 C 0.5662 -0.6788 0.2874  0.447
12 N 0.0273 -1.6347 1.2030  -0.832
13 N 1.2018 -1.4209 -0.7948  -0.902
14 N 2.3527 1.0300 0.2613  -0.911
15 C 1.2663 0.3938 0.9469  -0.464
16 H 1.9741 -0.9127 -1.2135  0.382
17 H -0.6737 -2.1975 0.7328  0.345
18 H -0.4119 -1.1838 1.9940  0.368
19 H 1.5836 -2.3042 -0.4775  0.379
20 H 3.2757 0.8328 0.6340  0.363
21 H 2.1942 1.8817 -0.2604  0.351
22 H 1.4533 0.2522 2.0096  0.170


Molecular formula: C21H22FNO
Method: DFT, ωB97M-V/def2-TZVPD

Calculated values
Molecular weight: 323.4 g mol⁻¹
Total energy: -28388.7636 eV
Structure (SMILES): Fc1ccc(CNCC[C@H](Cc2ccccc2)c2ccco2)cc1
Relative energy (zero: lowest compared OMol25 entry of this formula, charge and spin): 0.00 kJ/mol

Last column: natural (NBO) charge in e.
Geometry (Å):
1 F 6.7423 -0.3129 1.3076  -0.326
2 C 5.5449 -0.7572 1.7474  0.396
3 C 5.2437 -2.1020 1.6320  -0.277
4 C 4.0152 -2.5462 2.0842  -0.195
5 C 3.0993 -1.6663 2.6509  -0.060
6 C 1.7336 -2.1635 3.0609  -0.233
7 N 0.8176 -2.3216 1.9412  -0.607
8 C 0.4639 -1.0812 1.2758  -0.222
9 C -0.5363 -1.3676 0.1595  -0.380
10 C -0.9604 -0.1137 -0.6160  -0.255
11 C -1.8054 0.8486 0.2466  -0.420
12 C -2.2576 2.0171 -0.5813  -0.024
13 C -3.5134 2.0259 -1.1735  -0.154
14 C -3.9040 3.0765 -1.9843  -0.221
15 C -3.0418 4.1347 -2.2131  -0.222
16 C -1.7889 4.1377 -1.6243  -0.207
17 C -1.4004 3.0847 -0.8162  -0.217
18 C -1.7468 -0.5049 -1.8263  0.303
19 C -1.6095 -0.1609 -3.1383  -0.308
20 C -2.6702 -0.7962 -3.8300  -0.310
21 C -3.3722 -1.4762 -2.8867  0.074
22 O -2.8224 -1.3055 -1.6719  -0.419
23 C 3.4324 -0.3208 2.7506  -0.185
24 C 4.6559 0.1443 2.3017  -0.282
25 H 5.9629 -2.7781 1.1972  0.230
26 H 3.7653 -3.5945 2.0015  0.212
27 H 1.8223 -3.1400 3.5453  0.205
28 H 1.2740 -1.4671 3.7674  0.196
29 H 1.2153 -2.9686 1.2658  0.350
30 H 0.0116 -0.4340 2.0322  0.184
31 H 1.3398 -0.5544 0.8563  0.166
32 H -1.4168 -1.8508 0.5843  0.215
33 H -0.0801 -2.0693 -0.5442  0.204
34 H -0.0683 0.4181 -0.9631  0.220
35 H -2.6683 0.3045 0.6335  0.217
36 H -1.2054 1.1996 1.0868  0.214
37 H -4.1910 1.2024 -0.9988  0.203
38 H -4.8834 3.0684 -2.4400  0.211
39 H -3.3454 4.9552 -2.8466  0.212
40 H -1.1124 4.9624 -1.7966  0.211
41 H -0.4205 3.0905 -0.3593  0.205
42 H -0.8527 0.4694 -3.5584  0.228
43 H -2.8758 -0.7483 -4.8795  0.227
44 H -4.2445 -2.0963 -2.9470  0.201
45 H 2.7295 0.3719 3.1900  0.213
46 H 4.9243 1.1863 2.3764  0.230


Copy entry 5 word for word.
Molecular formula: C4H9N3O2
Method: DFT, ωB97M-V/def2-TZVPD

Calculated values
Molecular weight: 131.1 g mol⁻¹
Total energy: -12858.9824 eV
Structure (SMILES): C=C[C@](N)(O)NC(N)=O
Relative energy (zero: lowest compared OMol25 entry of this formula, charge and spin): 91.20 kJ/mol

Last column: natural (NBO) charge in e.
Geometry (Å):
1 C 1.4028 0.8355 -1.4677  -0.383
2 C 0.7175 -0.1959 -0.9975  -0.259
3 C 0.5658 -0.4783 0.5923  0.514
4 N 0.7577 0.7383 1.3261  -0.872
5 O 1.4753 -1.4408 1.0030  -0.701
6 N -0.7371 -1.0560 0.7440  -0.671
7 C -1.7965 -0.5868 -0.0351  0.776
8 N -1.8450 0.7937 -0.2390  -0.890
9 O -2.7884 -1.2867 -0.1429  -0.613
10 H 1.7538 0.8870 -2.4865  0.204
11 H 1.6341 1.6863 -0.8457  0.209
12 H 0.5530 -1.0809 -1.5988  0.214
13 H 0.6765 0.5482 2.3204  0.374
14 H 0.0431 1.4150 1.0784  0.385
15 H 2.3441 -1.0230 1.0532  0.490
16 H -0.7766 -2.0186 1.0433  0.421
17 H -1.1956 1.1431 -0.9290  0.398
18 H -2.7845 1.1198 -0.4184  0.402


Among the records above, which one has the highest molecular weight? C34H30F6N5Pd


The highest molecular weight belongs to which entry? C34H30F6N5Pd


Please write out number 2 again, unchanged.
Molecular formula: C2H5NO2
Method: DFT, ωB97M-V/def2-TZVPD

Calculated values
Molecular weight: 75.1 g mol⁻¹
Total energy: -7739.1603 eV
Structure (SMILES): COC(N)=O
Relative energy (zero: lowest compared OMol25 entry of this formula, charge and spin): 153.51 kJ/mol

Last column: natural (NBO) charge in e.
Geometry (Å):
1 C 1.5939 0.1054 -0.0714  -0.255
2 O 0.3239 0.3163 -0.7059  -0.489
3 C -0.6852 -0.0463 0.0671  0.856
4 N -1.9630 0.0221 -0.2900  -0.891
5 O -0.5736 -0.4968 1.2241  -0.712
6 H 1.6469 0.6667 0.8645  0.200
7 H 2.3370 0.4605 -0.7822  0.193
8 H 1.7352 -0.9572 0.1414  0.197
9 H -2.3211 0.3325 -1.1953  0.419
10 H -2.0940 -0.4033 0.7477  0.480